Below is a cluster of 2 separate species, C2HCl2N in total at a distorted geometry, with properties calculated with the ωB97M-V functional and the def2-TZVPD basis.

Geometry (Å):
Cl (2.4478, 0.0568, -1.0883)
Cl (-1.1385, 0.9850, -1.3566)
N (0.0031, 0.2477, 2.1671)
C (-0.2322, 0.0346, 1.0584)
C (-0.4924, -0.1707, -0.2983)
H (-0.5878, -1.1533, -0.4823)

Results
Orbital gap (spin up / spin down) (eV): 9.2 / 6.1
Energy above the lowest of the compared OMol25 structures with the same formula, charge and spin (eV): 2.8915
Spin multiplicity: 1
Electronic energy (eV): -28621.46024
Net charge: 0
LUMO energy (spin up / spin down) (hartree): -0.089 / -0.140
E_HOMO (spin up / spin down) (Ha): -0.4290 / -0.3648
Max |F| (eV/A): 3.6